This record from the OMol25 dataset describes C20H44Ag2Cl3F6NO11S2 as an isolated structure in a non-equilibrium geometry. The level of theory is ωB97M-V with the def2-TZVPD basis set.

XYZ file:
```
89
Properties=species:S:1:pos:R:3:forces:R:3:mulliken_charge:R:1
Ag -1.1076 -0.9800 -8.1737 0.0 0.6 -1.3 0.4251
Ag -4.2437 -1.5214 -9.8273 0.8 1.0 0.4 0.5091
O -1.9137 2.0742 -10.0370 -0.6 1.5 1.5 1.0349
H -1.1341 1.7709 -9.5660 2.1 -0.9 1.5 0.0722
H -1.6836 1.9466 -10.9602 0.1 0.3 -2.4 0.2571
H -2.6389 1.4968 -9.7874 -1.5 -1.2 1.4 -0.0979
O 0.1037 -0.1911 -11.8009 2.0 -0.2 -1.4 -0.0940
H 0.4291 0.0700 -10.9363 0.7 0.6 2.9 0.1731
H -0.3423 0.6057 -12.0971 -1.3 1.1 -1.1 0.3305
H -0.4902 -0.9256 -11.6294 -2.1 -2.0 1.0 0.2810
C -3.1182 2.1357 -6.9405 -0.9 -0.1 1.0 -1.1275
C -3.5786 0.6871 -7.1529 1.4 0.0 -0.2 0.6992
C -5.0237 0.4904 -6.7508 -1.0 1.4 -0.3 -1.6152
O -3.2779 0.3505 -8.4711 -0.2 -1.3 -1.8 0.0553
H -2.0575 2.3767 -7.0117 0.1 -0.6 -0.1 0.0946
H -3.4373 2.3429 -5.9190 0.1 0.7 0.1 0.5158
H -3.6439 2.8077 -7.6189 -0.2 -0.1 0.0 0.0801
H -2.9687 0.0301 -6.5329 0.3 -0.1 0.7 0.0400
H -5.5348 -0.3907 -7.1388 0.4 -0.2 0.0 0.2938
H -5.5403 1.3579 -7.1614 -0.3 0.0 -0.5 0.2941
H -5.3077 0.6326 -5.7081 0.7 -0.5 0.4 0.4186
C -0.1133 -3.6776 -11.6307 0.4 -0.4 1.6 -1.6541
C -1.3241 -3.3631 -10.7418 0.1 1.4 -1.4 0.7104
C -1.4502 -4.0316 -9.4301 0.0 -1.3 1.0 -1.2505
O -1.5039 -1.9850 -10.5531 -0.1 1.0 0.0 -0.6836
H 0.8081 -3.6081 -11.0524 0.3 0.2 0.0 0.3249
H -0.0520 -3.0096 -12.4899 -0.2 -0.3 -0.1 0.3988
H -0.2126 -4.7327 -11.8855 0.2 0.0 -0.6 0.4406
H -2.0996 -3.7486 -11.4036 -0.9 -0.1 0.2 0.1420
H -2.4030 -3.7328 -8.9931 -0.3 -0.2 0.0 0.1625
H -0.7258 -3.7999 -8.6493 0.6 0.5 -0.3 0.2243
H -1.4115 -5.1186 -9.5013 -0.2 -0.2 0.0 0.4096
C 2.2838 2.1771 -9.5304 -1.3 0.4 1.5 -1.3358
C 1.6751 0.9237 -8.8523 1.2 0.6 -0.2 0.3740
C 1.9736 0.9648 -7.2979 -1.4 -0.6 -1.2 -1.3060
O 0.3158 0.7189 -9.2287 0.3 -0.1 0.1 -0.0535
H 1.7157 2.9842 -9.0680 -0.3 0.6 -0.5 0.3157
H 2.1461 2.1879 -10.6116 0.3 0.0 0.1 0.1640
H 3.2903 2.3941 -9.1726 0.3 -0.5 -0.5 0.4388
H 2.3178 0.1693 -9.3061 -0.2 -1.1 0.3 0.1886
H 2.9940 0.7156 -7.0065 0.1 0.2 -0.3 0.4515
H 1.3226 0.2016 -6.8714 0.0 -0.3 0.2 0.1555
H 1.6253 1.8909 -6.8407 0.3 0.2 -0.1 0.2641
C 0.7692 2.7752 -14.2370 1.8 1.2 1.9 0.5337
F 0.2292 2.1880 -15.2460 0.2 0.2 -0.5 -0.1437
F 1.5869 1.9027 -13.5632 -0.9 0.8 -1.0 -0.2235
F 1.5427 3.8952 -14.5609 -1.5 -2.2 0.0 -0.2092
S -0.4218 3.4588 -12.9205 3.1 0.3 3.2 1.0615
O 0.4940 3.7887 -11.8084 -1.9 -1.8 -1.7 -0.6121
O -1.1023 4.5886 -13.4360 -1.0 -0.5 -0.8 -0.5476
N -1.4043 1.9317 -12.4483 3.1 2.0 -1.5 -0.7026
S -2.6339 2.1635 -13.3764 -4.1 -0.4 -2.4 0.6900
O -3.4457 3.2108 -12.8227 -0.4 -0.2 0.0 -0.5485
O -2.4096 2.1937 -14.8044 0.5 -0.2 1.0 -0.6411
C -3.7647 0.6030 -13.2148 1.3 -0.3 0.5 0.4844
F -4.7997 0.7247 -14.0695 1.3 -0.4 1.1 -0.1868
F -3.0701 -0.5651 -13.3965 -0.8 1.2 -0.6 -0.2356
F -4.1945 0.5148 -11.9385 -0.5 0.3 -0.4 -0.2563
C -4.3006 5.1170 -10.6088 0.9 0.2 -1.4 0.0709
Cl -5.4238 6.4778 -10.3335 0.6 -0.7 0.3 -0.1571
Cl -4.8645 3.5525 -10.0634 -0.5 0.1 0.3 -0.0149
Cl -2.6109 5.3711 -10.1052 -0.3 0.4 0.6 -0.1371
H -4.1252 5.0469 -11.6823 -0.7 -0.1 0.2 0.1766
C -8.5286 0.2679 -11.2451 -1.5 -1.0 -2.6 -0.6014
C -8.2828 1.2553 -10.2118 1.4 2.1 2.6 -0.5188
C -7.1107 0.6741 -9.3977 -0.2 0.0 0.9 0.6404
O -6.6611 -0.4271 -10.1130 1.4 -0.8 -0.4 -0.0878
C -7.7688 -0.9670 -10.8054 1.1 -0.3 -0.2 -0.5183
H -8.2504 0.6879 -12.2117 0.7 -0.4 -0.1 0.2383
H -9.5864 0.0707 -11.4190 -0.1 -0.2 0.4 0.3595
H -9.0947 1.4616 -9.5144 -0.2 -0.1 -0.2 0.3395
H -7.8881 2.2185 -10.5352 -0.5 0.1 -0.6 0.2140
H -7.4704 0.2752 -8.4492 0.0 0.4 0.5 0.2548
H -6.2417 1.3171 -9.2584 -0.3 0.2 0.2 -0.7752
H -8.3304 -1.5998 -10.1181 -0.4 -0.1 0.0 0.2369
H -7.2229 -1.5828 -11.5202 -1.0 -0.1 -0.6 0.2986
C -0.2762 1.8331 -4.5238 0.6 -0.5 -0.7 0.0872
C -1.4884 1.9721 -3.6721 0.0 0.3 0.4 -0.1696
C -1.0898 1.1588 -2.4370 -1.2 -0.7 0.2 -0.5525
O 0.1925 0.5452 -2.6533 -0.7 0.5 0.1 -0.4223
C 0.8210 1.4282 -3.5507 0.5 0.5 -0.6 -0.6392
H -0.0559 2.7244 -5.1112 0.1 -0.2 -0.2 0.4571
H -0.4911 0.9562 -5.1346 0.5 0.1 -0.6 -0.2241
H -2.3540 1.5505 -4.1830 -0.1 0.4 0.2 -0.1660
H -1.5932 3.0291 -3.4276 -0.6 -0.1 0.1 0.3131
H -1.8092 0.3564 -2.2732 0.1 -0.1 0.2 0.3857
H -1.1865 1.8374 -1.5895 0.8 -0.2 0.5 0.2594
H 1.6658 0.9857 -4.0785 0.0 -0.4 0.3 0.3664
H 1.2114 2.2803 -2.9943 0.0 0.4 0.0 0.3020
```
Forces are in eV/Å.

## Properties
HOMO level = -8.71 eV
Max |F| = 0.0929 Eh/bohr
Kohn-Sham gap = 7.6 eV
Net charge = 0

This record from the OMol25 dataset describes one molecule with the formula C14H19N3S. The level of theory is ωB97M-V with the def2-TZVPD basis set.

XYZ file:
```
37
Properties=species:S:1:pos:R:3:forces:R:3:nbo_charge:R:1
C -1.0440 -1.2504 -1.9097 0.2 0.0 -0.1 -0.6140
C 0.4505 -1.4421 -2.1516 0.0 0.0 -0.1 -0.2045
C 0.9085 -2.8769 -1.8724 -0.2 0.1 0.0 -0.3983
C 0.8207 -3.2337 -0.3923 0.2 -0.1 -0.1 -0.3891
C 1.6419 -2.2539 0.4521 -0.3 0.0 0.3 -0.4785
C 1.2016 -0.8473 0.1564 0.2 -0.1 0.2 0.2755
N 0.7823 0.0385 0.9627 0.1 0.7 -0.5 -0.2628
N 0.6813 -0.1602 2.2916 0.0 -0.8 0.2 -0.4439
C 0.4190 0.8453 3.1649 0.2 0.1 0.2 0.2881
S 0.7130 0.5895 4.7734 0.1 -0.1 0.5 -0.2617
N -0.0307 2.0425 2.7279 0.3 0.0 0.0 -0.5958
C -0.6740 2.3684 1.5277 -0.4 0.3 -0.5 0.1529
C -1.5605 1.4894 0.9132 -0.1 0.2 0.1 -0.1681
C -2.2063 1.8636 -0.2493 0.0 0.0 0.1 -0.2208
C -1.9837 3.1119 -0.8065 0.0 0.1 -0.1 -0.2324
C -1.1205 3.9969 -0.1829 -0.1 0.0 -0.1 -0.1973
C -0.4720 3.6324 0.9819 0.0 -0.2 0.2 -0.2390
C 1.2627 -0.4639 -1.2897 -0.1 0.0 -0.2 -0.4434
H -1.6193 -1.9933 -2.4581 -0.1 -0.1 0.0 0.2092
H -1.2813 -1.3327 -0.8527 -0.1 0.0 0.2 0.2017
H -1.3485 -0.2615 -2.2431 -0.1 0.1 0.0 0.2162
H 0.6535 -1.2198 -3.2054 0.0 0.0 0.1 0.2074
H 1.9444 -2.9880 -2.2033 0.0 -0.1 0.0 0.1999
H 0.2996 -3.5737 -2.4521 0.0 0.0 -0.1 0.2115
H 1.1931 -4.2484 -0.2354 -0.1 0.0 0.0 0.2148
H -0.2201 -3.2102 -0.0650 0.0 -0.1 0.0 0.2024
H 2.6982 -2.3475 0.1832 0.0 0.0 0.0 0.2246
H 1.5425 -2.5081 1.5095 0.1 0.0 0.0 0.2082
H 1.0086 -1.0187 2.7339 -0.1 0.3 -0.1 0.3956
H 0.0469 2.7820 3.4136 -0.1 -0.3 0.0 0.4253
H -1.7566 0.5267 1.3581 0.0 -0.1 0.0 0.2113
H -2.9005 1.1803 -0.7157 0.0 -0.1 0.0 0.2140
H -2.4900 3.3983 -1.7160 0.0 0.0 -0.1 0.2134
H -0.9518 4.9769 -0.6043 0.0 0.1 0.0 0.2148
H 0.1987 4.3227 1.4726 0.1 0.0 0.0 0.2136
H 0.8854 0.5523 -1.4043 0.1 0.0 0.0 0.2356
H 2.3071 -0.4874 -1.6130 0.1 0.0 0.0 0.2137
```
Forces are in eV/Å.

## Properties
SMILES = C[C@@H]1CCC/C(=N\NC(=S)Nc2ccccc2)C1
Relative energy (zero: lowest compared OMol25 entry of this formula, charge and spin) = 0.0 kcal/mol
HOMO level = -7.96 eV
Max |F| = 0.0167 Eh/bohr
Kohn-Sham gap = 8.5 eV
Net charge = 0

Asked for electronic energy across the records above, the calculation gives -4740.6303; -1107.3244 Eh in order.